Model w:
Entry from the OMol25 dataset: a cluster of 2 separate species, C9H14 in total (ωB97M-V with the def2-TZVPD basis set).

Each atom is followed by the atoms it is bonded to, with distances in Å.
Geometry (Å):
1 C 1.0326 -2.4960 -0.8236  C2 1.498, H8 1.099, H9 1.105, H10 1.079
2 C 0.1095 -1.3616 -1.1469  C1 1.498, C3 1.400, C7 1.398
3 C -0.8926 -0.9003 -0.2855  C2 1.400, C4 1.406, H11 1.089
4 C -1.7420 0.1789 -0.5842  C3 1.406, C5 1.400, H12 1.077
5 C -1.6798 0.6656 -1.8955  C4 1.400, C6 1.364, H13 1.087
6 C -0.7132 0.2481 -2.7627  C5 1.364, C7 1.390, H14 1.085
7 C 0.1772 -0.7583 -2.4066  C2 1.398, C6 1.390, H15 1.081
8 H 0.4738 -3.2799 -0.2934  C1 1.099
9 H 1.6539 -2.2044 0.0429  C1 1.105
10 H 1.5963 -2.8858 -1.6573  C1 1.079
11 H -1.0507 -1.3669 0.6853  C3 1.089
12 H -2.4484 0.5963 0.1132  C4 1.077
13 H -2.4749 1.3645 -2.1419  C5 1.087
14 H -0.6341 0.5660 -3.7972  C6 1.085
15 H 0.9355 -1.0752 -3.1088  C7 1.081
16 C 1.2288 2.1662 2.5539  C17 1.558, H18 1.097, H19 1.086, H20 1.091
17 C 0.2110 0.9875 2.5824  C16 1.558, H21 1.087, H22 1.096, H23 1.089
18 H 0.6549 2.8628 1.9311  C16 1.097
19 H 1.4821 2.6477 3.4942  C16 1.086
20 H 2.1544 1.8814 2.0520  C16 1.091
21 H 0.5702 0.0633 3.0277  C17 1.087
22 H 0.1188 0.7488 1.5169  C17 1.096
23 H -0.7635 1.3515 2.9041  C17 1.089

Output
- LUMO level: 0.97 eV
- Spin multiplicity: 1

---

Model x:
Entry from the OMol25 dataset: a cluster of 2 separate species, C9H14 in total (ωB97M-V with the def2-TZVPD basis set).

Each atom is followed by the atoms it is bonded to, with distances in Å.
Geometry (Å):
1 C 0.7287 -1.0645 -2.3613  C2 1.577, H8 1.221, H9 0.996, H10 1.054
2 C 0.2657 -0.9495 -0.8585  C1 1.577, C3 1.378, C7 1.396
3 C 1.1751 -1.4589 0.0422  C2 1.378, C4 1.425, H11 1.071
4 C 0.7852 -1.4096 1.4122  C3 1.425, C5 1.396, H12 1.087
5 C -0.5846 -1.2269 1.6125  C4 1.396, C6 1.371, H13 1.130
6 C -1.4970 -0.8839 0.6483  C5 1.371, C7 1.398, H14 1.223
7 C -1.0873 -0.6602 -0.6697  C2 1.396, C6 1.398, H15 1.166
8 H 0.3431 -0.1380 -3.0570  C1 1.221
9 H 0.3023 -1.8995 -2.6971  C1 0.996
10 H 1.7276 -0.7943 -2.5610  C1 1.054
11 H 2.1052 -1.9369 -0.1882  C3 1.071
12 H 1.5312 -1.8193 2.0888  C4 1.087
13 H -1.0046 -1.4005 2.6469  C5 1.130
14 H -2.6074 -0.8139 1.1567  C6 1.223
15 H -1.8079 -0.2072 -1.4673  C7 1.166
16 C 0.2039 2.2708 0.1591  C17 1.562, H18 1.170, H19 1.184, H20 1.035
17 C -0.1513 3.7732 0.3991  C16 1.562, H21 1.010, H22 1.038, H23 1.053
18 H 0.4194 2.2153 -0.9891  C16 1.170
19 H 1.2782 2.2733 0.6560  C16 1.184
20 H -0.5038 1.5770 0.4578  C16 1.035
21 H -0.0858 4.0832 1.3582  C17 1.010
22 H -1.1641 3.9911 0.3314  C17 1.038
23 H 0.4362 4.5277 -0.0405  C17 1.053

Output
- LUMO level: 1.00 eV
- Spin multiplicity: 1

---

Model y:
Entry from the OMol25 dataset: a cluster of 2 separate species, C9H14 in total (ωB97M-V with the def2-TZVPD basis set).

Each atom is followed by the atoms it is bonded to, with distances in Å.
Geometry (Å):
1 C -2.6259 -0.7604 -2.7624  C2 1.525, H8 1.089, H9 1.098, H10 1.096
2 C -1.9667 -0.2605 -1.4812  C1 1.525, C3 1.392, C7 1.388
3 C -1.0246 -1.0289 -0.8033  C2 1.392, C4 1.387, H11 1.087
4 C -0.4358 -0.5121 0.3416  C3 1.387, C5 1.384, H12 1.086
5 C -0.6693 0.7868 0.7573  C4 1.384, C6 1.388, H13 1.080
6 C -1.6290 1.5170 0.0695  C5 1.388, C7 1.384, H14 1.081
7 C -2.2910 1.0142 -1.0367  C2 1.388, C6 1.384, H15 1.089
8 H -3.5681 -1.2467 -2.5148  C1 1.089
9 H -1.9971 -1.4862 -3.2940  C1 1.098
10 H -2.6818 0.0561 -3.4914  C1 1.096
11 H -0.6655 -1.9503 -1.2559  C3 1.087
12 H 0.1843 -1.1693 0.9435  C4 1.086
13 H -0.1836 1.2330 1.6127  C5 1.080
14 H -1.7919 2.5411 0.3740  C6 1.081
15 H -3.1363 1.5699 -1.4385  C7 1.089
16 C 3.3708 -0.7348 1.6337  C17 1.533, H18 1.086, H19 1.092, H20 1.085
17 C 2.7686 0.6510 1.8904  C16 1.533, H21 1.087, H22 1.090, H23 1.089
18 H 2.6222 -1.3123 1.0992  C16 1.086
19 H 4.2104 -0.6800 0.9378  C16 1.092
20 H 3.6459 -1.2539 2.5461  C16 1.085
21 H 2.0098 0.6843 2.6675  C17 1.087
22 H 2.3476 0.9829 0.9409  C17 1.090
23 H 3.5068 1.3590 2.2639  C17 1.089

Output
- LUMO level: 1.07 eV
- Spin multiplicity: 1

---

Stability order, top to bottom: model y, model w, model x

---

Model w:
Entry from the OMol25 dataset: a cluster of 2 separate species, C9H14 in total (ωB97M-V with the def2-TZVPD basis set).

Each atom is followed by the atoms it is bonded to, with distances in Å.
Geometry (Å):
1 C 1.3629 -2.1249 1.1442  C2 1.535, H8 1.133, H9 1.023, H10 1.001
2 C 1.3081 -0.6023 0.9602  C1 1.535, C3 1.374, C7 1.418
3 C 1.0547 0.0768 2.1269  C2 1.374, C4 1.398, H11 1.162
4 C 0.6226 1.4062 2.1542  C3 1.398, C5 1.388, H12 1.218
5 C 0.4377 2.0460 0.9366  C4 1.388, C6 1.407, H13 1.089
6 C 0.8337 1.4639 -0.2810  C5 1.407, C7 1.360, H14 1.102
7 C 1.0686 0.1255 -0.2333  C2 1.418, C6 1.360, H15 1.075
8 H 1.1686 -2.6442 0.1559  C1 1.133
9 H 0.6657 -2.4228 1.8308  C1 1.023
10 H 2.3366 -2.3225 1.2641  C1 1.001
11 H 0.9598 -0.3876 3.1876  C3 1.162
12 H 0.2250 2.0779 3.0894  C4 1.218
13 H -0.0914 2.9972 0.9122  C5 1.089
14 H 0.7453 2.0772 -1.1920  C6 1.102
15 H 0.9855 -0.4205 -1.1554  C7 1.075
16 C -2.0728 -0.6058 -3.2445  C17 1.532, H18 1.088, H19 1.188, H20 1.109
17 C -3.1412 -0.8330 -2.1700  C16 1.532, H21 1.124, H22 1.082, H23 1.117
18 H -1.9338 -1.5434 -3.7794  C16 1.088
19 H -2.6383 0.0046 -4.0926  C16 1.188
20 H -0.9967 -0.4911 -3.0007  C16 1.109
21 H -3.8276 -1.6726 -2.4636  C17 1.124
22 H -3.8169 -0.0225 -1.9313  C17 1.082
23 H -2.6274 -0.9438 -1.1843  C17 1.117

Output
- LUMO level: 0.97 eV
- Spin multiplicity: 1

---

Model x:
Entry from the OMol25 dataset: a cluster of 2 separate species, C9H14 in total (ωB97M-V with the def2-TZVPD basis set).

Each atom is followed by the atoms it is bonded to, with distances in Å.
Geometry (Å):
1 C -0.0376 -1.2706 -1.9582  C2 1.586, H8 1.108, H9 1.099, H10 1.090
2 C -0.6267 -0.2223 -0.9243  C1 1.586, C3 1.411, C7 1.462
3 C -1.3398 -0.2109 0.2930  C2 1.411, C4 1.406, H11 1.091
4 C -1.7234 0.9886 0.9174  C3 1.406, C5 1.392, H12 1.058
5 C -1.4483 2.2524 0.4022  C4 1.392, C6 1.398, H13 1.032
6 C -0.4589 2.3055 -0.5835  C5 1.398, C7 1.414, H14 1.080
7 C 0.0056 1.0818 -1.1188  C2 1.462, C6 1.414, H15 1.100
8 H 0.3661 -0.6085 -2.7497  C1 1.108
9 H -0.8144 -2.0026 -2.2203  C1 1.099
10 H 0.8660 -1.7712 -1.6096  C1 1.090
11 H -1.4816 -1.1984 0.7358  C3 1.091
12 H -2.2207 0.9197 1.8490  C4 1.058
13 H -1.6780 3.1020 0.9406  C5 1.032
14 H 0.0954 3.2296 -0.6486  C6 1.080
15 H 0.8446 1.0523 -1.8289  C7 1.100
16 C 2.1739 -1.6025 2.0705  C17 1.596, H18 1.028, H19 1.087, H20 1.159
17 C 2.0124 -1.9652 0.5247  C16 1.596, H21 1.127, H22 1.076, H23 1.076
18 H 1.2583 -1.2621 2.3900  C16 1.028
19 H 2.5710 -2.3745 2.7238  C16 1.087
20 H 2.9752 -0.7731 2.1904  C16 1.159
21 H 3.0159 -2.2482 0.0966  C17 1.127
22 H 1.4741 -2.8940 0.4474  C17 1.076
23 H 1.3849 -1.3117 -0.0552  C17 1.076

Output
- LUMO level: 0.94 eV
- Spin multiplicity: 1

---

Model y:
Entry from the OMol25 dataset: a cluster of 2 separate species, C9H14 in total (ωB97M-V with the def2-TZVPD basis set).

Each atom is followed by the atoms it is bonded to, with distances in Å.
Geometry (Å):
1 C -1.6370 1.0979 -1.8724  C2 1.498, H8 1.090, H9 1.094, H10 1.092
2 C -0.1705 1.0865 -1.5663  C1 1.498, C3 1.398, C7 1.391
3 C 0.2813 1.0005 -0.2464  C2 1.398, C4 1.379, H11 1.081
4 C 1.5957 0.6721 0.0083  C3 1.379, C5 1.396, H12 1.087
5 C 2.4705 0.3725 -1.0372  C4 1.396, C6 1.395, H13 1.081
6 C 2.0710 0.6773 -2.3382  C5 1.395, C7 1.397, H14 1.080
7 C 0.7664 1.1050 -2.5948  C2 1.391, C6 1.397, H15 1.083
8 H -2.2607 1.2453 -0.9905  C1 1.090
9 H -1.9004 0.1212 -2.2883  C1 1.094
10 H -1.9263 1.8407 -2.6190  C1 1.092
11 H -0.4945 1.1728 0.4860  C3 1.081
12 H 2.0047 0.8843 0.9927  C4 1.087
13 H 3.4127 -0.1014 -0.7988  C5 1.081
14 H 2.7894 0.6697 -3.1450  C6 1.080
15 H 0.5592 1.4032 -3.6148  C7 1.083
16 C -1.4438 -2.1698 2.9754  C17 1.536, H18 1.089, H19 1.089, H20 1.092
17 C -0.4342 -1.1229 2.4827  C16 1.536, H21 1.094, H22 1.088, H23 1.087
18 H -2.1477 -2.3201 2.1586  C16 1.089
19 H -0.9593 -3.1018 3.2611  C16 1.089
20 H -2.0375 -1.8679 3.8413  C16 1.092
21 H -0.0272 -1.4778 1.5317  C17 1.094
22 H 0.4195 -0.9964 3.1451  C17 1.088
23 H -0.9315 -0.1908 2.2289  C17 1.087

Output
- LUMO level: 1.00 eV
- Spin multiplicity: 1

---

Stability order, top to bottom: model y, model x, model w

---

Model w:
Entry from the OMol25 dataset: a cluster of 2 separate species, C9H14 in total (ωB97M-V with the def2-TZVPD basis set).

Each atom is followed by the atoms it is bonded to, with distances in Å.
Geometry (Å):
1 C -0.1804 -1.0324 2.2469  C2 1.438, H8 1.111, H9 1.077, H10 1.148
2 C 0.2746 -0.7142 0.9203  C1 1.438, C3 1.480, C7 1.325
3 C -0.0952 -1.7347 -0.0864  C2 1.480, C4 1.327, H11 1.056
4 C 0.7068 -1.8746 -1.1341  C3 1.327, C5 1.422, H12 0.992
5 C 1.4884 -0.7979 -1.6360  C4 1.422, C6 1.350, H13 1.155
6 C 1.5263 0.3265 -0.8891  C5 1.350, C7 1.493, H14 1.092
7 C 0.9438 0.3432 0.4851  C2 1.325, C6 1.493, H15 1.017
8 H -0.8946 -1.8833 2.2376  C1 1.111
9 H -0.6703 -0.1516 2.6258  C1 1.077
10 H 0.7610 -1.3042 2.8454  C1 1.148
11 H -0.8735 -2.4433 0.0036  C3 1.056
12 H 0.5335 -2.5290 -1.8598  C4 0.992
13 H 2.0372 -1.0999 -2.6069  C5 1.155
14 H 1.8288 1.3235 -1.2152  C6 1.092
15 H 1.0823 1.1039 1.1462  C7 1.017
16 C -1.4271 2.5478 -0.7461  C17 1.529, H18 1.077, H19 1.125, H20 1.091
17 C -2.1063 1.8637 0.4406  C16 1.529, H21 1.190, H22 1.131, H23 1.154
18 H -0.8255 1.7871 -1.2155  C16 1.077
19 H -2.0634 3.1298 -1.4690  C16 1.125
20 H -0.8270 3.2394 -0.1536  C16 1.091
21 H -2.0377 2.5108 1.4366  C17 1.190
22 H -1.6266 0.8426 0.5137  C17 1.131
23 H -3.2096 1.9097 0.1042  C17 1.154

Output
- LUMO level: 1.00 eV
- Spin multiplicity: 1

---

Model x:
Entry from the OMol25 dataset: a cluster of 2 separate species, C9H14 in total (ωB97M-V with the def2-TZVPD basis set).

Each atom is followed by the atoms it is bonded to, with distances in Å.
Geometry (Å):
1 C -0.7789 -0.6061 -1.6136  C2 1.532, H8 1.086, H9 1.127, H10 1.127
2 C 0.3883 0.2393 -1.0949  C1 1.532, C3 1.420, C7 1.341
3 C 1.7063 -0.2674 -0.9491  C2 1.420, C4 1.369, H11 1.072
4 C 2.6253 0.5106 -0.2984  C3 1.369, C5 1.404, H12 1.108
5 C 2.3525 1.8447 0.0447  C4 1.404, C6 1.373, H13 1.096
6 C 1.1305 2.3906 -0.2594  C5 1.373, C7 1.404, H14 1.049
7 C 0.1527 1.5168 -0.7604  C2 1.341, C6 1.404, H15 1.086
8 H -0.3083 -1.1789 -2.4075  C1 1.086
9 H -1.6179 -0.1161 -2.1844  C1 1.127
10 H -1.3904 -1.1898 -0.8683  C1 1.127
11 H 1.7309 -1.3229 -1.1342  C3 1.072
12 H 3.5683 0.0241 0.0224  C4 1.108
13 H 3.0928 2.4808 0.5435  C5 1.096
14 H 0.9762 3.4235 -0.1607  C6 1.049
15 H -0.8359 1.9040 -0.9905  C7 1.086
16 C -1.0519 -0.6363 1.6675  C17 1.505, H18 1.092, H19 1.098, H20 1.054
17 C -2.0515 -1.7243 1.3794  C16 1.505, H21 1.128, H22 1.200, H23 1.058
18 H -0.1147 -0.7111 1.1113  C16 1.092
19 H -1.4030 0.3984 1.5549  C16 1.098
20 H -1.0977 -0.6994 2.7188  C16 1.054
21 H -2.0986 -2.5175 2.1801  C17 1.128
22 H -1.9497 -2.3658 0.3707  C17 1.200
23 H -3.0253 -1.3972 1.1282  C17 1.058

Output
- LUMO level: 1.06 eV
- Spin multiplicity: 1

---

Model y:
Entry from the OMol25 dataset: a cluster of 2 separate species, C9H14 in total (ωB97M-V with the def2-TZVPD basis set).

Each atom is followed by the atoms it is bonded to, with distances in Å.
Geometry (Å):
1 C 2.1006 1.9991 -0.4669  C2 1.503, H8 1.094, H9 1.092, H10 1.098
2 C 0.8528 1.2656 -0.8717  C1 1.503, C3 1.383, C7 1.394
3 C 0.9533 0.0736 -1.5656  C2 1.383, C4 1.393, H11 1.081
4 C -0.1757 -0.6787 -1.8819  C3 1.393, C5 1.386, H12 1.085
5 C -1.4290 -0.2244 -1.5010  C4 1.386, C6 1.385, H13 1.081
6 C -1.5324 0.9908 -0.8447  C5 1.385, C7 1.389, H14 1.079
7 C -0.4095 1.7441 -0.5246  C2 1.394, C6 1.389, H15 1.083
8 H 2.8842 1.2847 -0.1976  C1 1.094
9 H 1.9059 2.5826 0.4352  C1 1.092
10 H 2.4844 2.6684 -1.2476  C1 1.098
11 H 1.9277 -0.3050 -1.8411  C3 1.081
12 H -0.0822 -1.6056 -2.4375  C4 1.085
13 H -2.3299 -0.8148 -1.5987  C5 1.081
14 H -2.5178 1.3010 -0.5332  C6 1.079
15 H -0.5677 2.7069 -0.0541  C7 1.083
16 C 0.1023 -1.2294 2.1549  C17 1.537, H18 1.094, H19 1.095, H20 1.087
17 C -1.0966 -2.0416 1.6410  C16 1.537, H21 1.095, H22 1.089, H23 1.091
18 H 0.9112 -1.2230 1.4190  C16 1.094
19 H -0.1632 -0.1770 2.3020  C16 1.095
20 H 0.4667 -1.6145 3.1035  C16 1.087
21 H -1.0787 -2.2423 0.5649  C17 1.095
22 H -1.1739 -2.9707 2.2034  C17 1.089
23 H -2.0326 -1.4897 1.7422  C17 1.091

Output
- LUMO level: 1.05 eV
- Spin multiplicity: 1

---

Model z:
Entry from the OMol25 dataset: a cluster of 2 separate species, C9H14 in total (ωB97M-V with the def2-TZVPD basis set).

Each atom is followed by the atoms it is bonded to, with distances in Å.
Geometry (Å):
1 C -2.2695 -1.1214 -0.8623  C2 1.558, H8 0.992, H9 1.140, H10 0.980
2 C -0.7786 -1.3559 -0.4741  C1 1.558, C3 1.473, C7 1.408
3 C -0.3349 -1.2170 0.9239  C2 1.473, C4 1.409, H11 1.125
4 C 1.0679 -1.2143 1.0562  C3 1.409, C5 1.395, H12 1.027
5 C 1.9785 -1.4334 0.0223  C4 1.395, C6 1.443, H13 1.157
6 C 1.5276 -1.6587 -1.3299  C5 1.443, C7 1.424, H14 1.078
7 C 0.1172 -1.6286 -1.5257  C2 1.408, C6 1.424, H15 1.141
8 H -2.1715 -0.3618 -1.4934  C1 0.992
9 H -2.8705 -0.6651 -0.0073  C1 1.140
10 H -2.8041 -1.8594 -1.2219  C1 0.980
11 H -0.9472 -0.9284 1.8221  C3 1.125
12 H 1.4289 -1.0591 2.0046  C4 1.027
13 H 3.1056 -1.6146 0.2089  C5 1.157
14 H 2.1133 -1.8737 -2.2090  C6 1.078
15 H -0.2062 -1.5012 -2.6120  C7 1.141
16 C 0.8689 2.2539 0.4465  C17 1.644, H18 1.154, H19 0.966, H20 1.138
17 C -0.6805 2.6298 0.8489  C16 1.644, H21 1.150, H22 1.083, H23 1.027
18 H 1.2320 1.2047 0.7595  C16 1.154
19 H 1.0773 2.3802 -0.4885  C16 0.966
20 H 1.5725 2.9433 1.0169  C16 1.138
21 H -1.3040 3.2478 0.1059  C17 1.150
22 H -0.4209 2.9591 1.8470  C17 1.083
23 H -1.3018 1.8739 1.1614  C17 1.027

Output
- LUMO level: 1.05 eV
- Spin multiplicity: 1

---

Stability order, top to bottom: model y, model x, model w, model z